Below is C23H27N3O4 in the gas phase, with properties calculated with ωB97M-V/def2-TZVPD.

Element x y z (Å)
1 C -0.559 -3.703 0.023
2 O 0.740 -3.251 0.303
3 C 0.883 -1.995 0.817
4 C -0.155 -1.165 1.198
5 C 0.098 0.122 1.655
6 C 1.392 0.590 1.770
7 C 1.670 2.009 2.186
8 C 2.620 2.714 1.203
9 N 2.255 2.467 -0.171
10 C 3.009 1.720 -0.999
11 O 4.120 1.309 -0.714
12 C 2.345 1.431 -2.337
13 C 1.519 0.132 -2.247
14 C 0.052 0.307 -2.667
15 C -0.722 1.091 -1.641
16 O -0.430 2.205 -1.257
17 N -1.835 0.454 -1.135
18 N -2.223 -0.785 -1.545
19 C -3.299 -1.118 -0.892
20 C -3.993 -2.411 -1.103
21 C -3.677 -0.073 0.018
22 C -4.702 0.100 0.944
23 C -4.730 1.279 1.657
24 C -3.766 2.271 1.457
25 C -2.742 2.120 0.544
26 C -2.708 0.931 -0.171
27 C 2.445 -0.262 1.442
28 C 2.213 -1.532 0.944
29 O 3.183 -2.389 0.532
30 C 4.509 -1.909 0.481
31 H -1.078 -3.029 -0.667
32 H -0.436 -4.678 -0.446
33 H -1.154 -3.818 0.937
34 H -1.177 -1.503 1.132
35 H -0.735 0.758 1.920
36 H 2.120 2.034 3.181
37 H 0.725 2.555 2.230
38 H 3.644 2.352 1.321
39 H 2.609 3.793 1.396
40 H 1.301 2.667 -0.442
41 H 1.708 2.270 -2.611
42 H 3.129 1.326 -3.087
43 H 1.545 -0.254 -1.227
44 H 1.963 -0.629 -2.889
45 H 0.008 0.850 -3.614
46 H -0.418 -0.667 -2.794
47 H -3.496 -2.977 -1.885
48 H -5.028 -2.232 -1.390
49 H -3.994 -2.993 -0.182
50 H -5.446 -0.667 1.094
51 H -5.510 1.446 2.384
52 H -3.826 3.180 2.035
53 H -2.000 2.885 0.388
54 H 3.456 0.093 1.543
55 H 4.582 -0.981 -0.094
56 H 4.913 -1.747 1.486
57 H 5.083 -2.692 -0.012

Calculated values
Energy above the lowest of the compared OMol25 structures with the same formula, charge and spin: 113.9 kJ/mol
HOMO-LUMO gap: 8.00 eV
SMILES: COc1ccc(CCNC(=O)CCCC(=O)n2nc(C)c3ccccc32)cc1OC
E_LUMO: 0.218 eV
Multiplicity: 1
E_HOMO: -7.78 eV

What are the Löwdin partial charges on each atom? They are as follows, in elementary charge units: number 1, C, carries -0.082; number 2, O, carries -0.062; number 3, C, carries -0.207; number 4, C, carries -0.015; number 5, C, carries -0.044; number 6, C, carries -0.231; number 7, C, carries -0.121; number 8, C, carries -0.165; number 9, N, carries 0.079; number 10, C, carries -0.504; number 11, O, carries 0.040; number 12, C, carries -0.085; number 13, C, carries -0.138; number 14, C, carries -0.089; number 15, C, carries -0.365; number 16, O, carries 0.077; number 17, N, carries 0.013; number 18, N, carries 0.151; number 19, C, carries -0.282; number 20, C, carries -0.019; number 21, C, carries -0.111; number 22, C, carries -0.014; number 23, C, carries -0.081; number 24, C, carries -0.067; number 25, C, carries -0.008; number 26, C, carries -0.141; number 27, C, carries 0.023; number 28, C, carries -0.208; number 29, O, carries -0.058; number 30, C, carries -0.067; number 31, H, carries 0.072; number 32, H, carries 0.097; number 33, H, carries 0.097; number 34, H, carries 0.099; number 35, H, carries 0.102; number 36, H, carries 0.119; number 37, H, carries 0.109; number 38, H, carries 0.115; number 39, H, carries 0.119; number 40, H, carries 0.109; number 41, H, carries 0.109; number 42, H, carries 0.120; number 43, H, carries 0.103; number 44, H, carries 0.119; number 45, H, carries 0.133; number 46, H, carries 0.099; number 47, H, carries 0.081; number 48, H, carries 0.086; number 49, H, carries 0.086; number 50, H, carries 0.113; number 51, H, carries 0.102; number 52, H, carries 0.106; number 53, H, carries 0.106; number 54, H, carries 0.112; number 55, H, carries 0.079; number 56, H, carries 0.098; number 57, H, carries 0.094